No. 1
ORCA calculation (ωB97M-V/def2-TZVPD) on a 2-piece molecular cluster, C4H11NO overall at a distorted geometry.

```
17
Properties=species:S:1:pos:R:3
C -1.692 2.224 -0.571
C -0.489 2.002 -0.036
N -0.032 2.138 1.303
H -1.709 2.413 -1.680
H -2.571 2.268 0.054
H 0.283 1.881 -0.777
H -0.794 1.859 1.914
H 0.761 1.552 1.524
C -0.076 -1.711 -0.858
C 0.907 -2.046 0.253
O 2.243 -2.196 -0.187
H -0.506 -2.552 -1.361
H -0.945 -1.217 -0.407
H 0.429 -0.919 -1.372
H 0.660 -2.896 0.912
H 0.730 -1.196 0.967
H 2.802 -1.605 0.322
```

Output
* F_max: 0.041 Eh/bohr
* relative energy (zero: lowest compared OMol25 entry of this formula, charge and spin): 51.15 kcal/mol
* Kohn-Sham gap: 9.4 eV
* SMILES: C=CN.CCO
* LUMO level: 0.632 eV



No. 2
ORCA calculation (ωB97M-V/def2-TZVPD) on C56H44Br2CeFGeNP3 as an isolated structure at a distorted geometry.

```
109
Properties=species:S:1:pos:R:3
Ce -0.677 -0.617 -0.805
F 2.370 3.010 1.432
Ge 1.618 1.455 0.989
C 3.270 0.357 1.015
C 4.278 0.717 1.903
C 5.511 0.084 1.856
C 5.751 -0.914 0.921
C 4.754 -1.286 0.034
C 3.512 -0.658 0.084
P 2.170 -1.179 -1.020
C 2.831 -1.268 -2.715
C 3.625 -2.327 -3.151
C 4.096 -2.344 -4.453
C 3.784 -1.308 -5.325
C 2.975 -0.263 -4.903
C 2.489 -0.250 -3.605
C 1.918 -2.936 -0.621
C 0.946 -3.580 -1.569
C 0.281 -4.875 -1.052
C 0.966 -5.536 0.099
C 1.898 -4.903 0.815
C 2.295 -3.533 0.516
C 1.512 2.112 -0.942
C 2.803 2.426 -1.361
C 3.011 3.068 -2.571
C 1.930 3.420 -3.369
C 0.642 3.125 -2.957
C 0.423 2.465 -1.745
P -1.247 2.167 -1.055
C -1.479 3.695 -0.094
C -1.451 4.934 -0.735
C -1.582 6.092 0.011
C -1.735 6.021 1.391
C -1.751 4.792 2.030
C -1.621 3.626 1.289
C -2.390 2.323 -2.468
C -3.625 2.949 -2.309
C -4.519 2.992 -3.369
C -4.189 2.414 -4.587
C -2.971 1.766 -4.743
C -2.078 1.712 -3.683
C 0.610 1.311 2.739
C 1.071 2.229 3.678
C 0.659 2.152 5.000
C -0.227 1.163 5.401
C -0.712 0.266 4.468
C -0.295 0.323 3.136
P -1.024 -0.887 1.991
C -2.811 -0.682 2.331
C -3.448 0.378 1.679
C -4.773 0.677 1.948
C -5.482 -0.097 2.855
C -4.865 -1.170 3.482
C -3.532 -1.463 3.229
C -0.628 -2.498 2.737
C 0.405 -2.663 3.658
C 0.582 -3.892 4.275
C -0.266 -4.950 3.982
C -1.269 -4.798 3.037
C -1.445 -3.580 2.403
H 4.107 1.517 2.613
H 6.294 0.384 2.541
H 6.715 -1.403 0.882
H 4.940 -2.063 -0.696
H 3.858 -3.149 -2.483
H 4.703 -3.172 -4.794
H 4.167 -1.319 -6.337
H 2.721 0.539 -5.585
H 1.848 0.564 -3.273
H 1.289 -3.563 -2.605
H 0.042 -5.595 -1.837
H 0.685 -6.555 0.338
H 2.387 -5.395 1.645
H 2.939 -3.026 1.225
H 3.650 2.196 -0.729
H 4.020 3.303 -2.881
H 2.090 3.940 -4.304
H -0.195 3.419 -3.575
H -1.328 4.995 -1.809
H -1.559 7.055 -0.483
H -1.843 6.930 1.968
H -1.864 4.735 3.105
H -1.628 2.665 1.791
H -3.877 3.411 -1.363
H -5.475 3.482 -3.244
H -4.876 2.480 -5.421
H -2.708 1.314 -5.691
H -1.122 1.219 -3.815
H 1.748 3.016 3.380
H 1.038 2.869 5.715
H -0.544 1.095 6.433
H -1.420 -0.497 4.768
H -2.897 0.988 0.967
H -5.251 1.515 1.455
H -6.516 0.135 3.072
H -5.422 -1.784 4.177
H -3.064 -2.300 3.729
H 1.044 -1.829 3.921
H 1.372 -4.016 5.004
H -0.142 -5.897 4.491
H -1.921 -5.626 2.792
H -2.239 -3.459 1.679
Br -1.786 -1.714 -3.945
C -3.609 -1.613 -3.319
Br -3.723 -1.031 -1.457
H -4.049 -2.599 -3.388
H -4.126 -0.874 -3.918
N -0.931 -4.069 -0.721
C -0.437 -2.978 -1.226
```

Output
* F_max: 0.040 Eh/bohr
* spin multiplicity: 2
* charge: +2
* Kohn-Sham gap (alpha / beta): 6.0 / 6.1 eV
* LUMO level (alpha / beta): -6.229 / -6.154 eV



No. 3
ORCA calculation (ωB97M-V/def2-TZVPD) on one molecule with the formula C4H7NO2.

```
14
Properties=species:S:1:pos:R:3
O 1.948 -0.895 -1.435
C 0.790 -0.475 -0.745
C 0.606 1.039 -0.765
C -0.519 1.402 0.200
C -1.203 0.460 0.810
N -1.844 -0.550 1.138
O -1.395 -1.199 2.292
H 1.978 -1.858 -1.352
H 0.824 -0.790 0.305
H -0.125 -0.933 -1.141
H 1.538 1.538 -0.470
H 0.378 1.402 -1.780
H -0.743 2.445 0.419
H -2.117 -1.824 2.453
```

Output
* F_max: 0.018 Eh/bohr
* relative energy (zero: lowest compared OMol25 entry of this formula, charge and spin): 93.46 kcal/mol
* Kohn-Sham gap: 10.1 eV
* SMILES: OCCC=C=NO
* LUMO level: 0.760 eV



No. 4
ORCA calculation (ωB97M-V/def2-TZVPD) on a 5-piece molecular cluster, C34H35N7OS overall at a distorted geometry.

```
78
Properties=species:S:1:pos:R:3
C 0.865 4.800 -2.663
C 0.269 4.075 -1.915
C -0.073 3.179 -0.857
C -0.649 3.689 0.291
C -0.949 2.834 1.329
C -0.675 1.492 1.240
C -0.094 0.995 0.084
C 0.212 1.813 -0.988
N 0.808 1.393 -2.204
C 1.153 -0.034 -2.308
C 2.391 -0.488 -1.502
C 3.239 -1.482 -2.307
N -0.963 0.638 2.332
C -0.505 1.102 3.578
C 0.210 0.291 4.446
O 0.515 -1.052 4.099
C 1.410 -1.136 3.174
N 2.201 -1.114 2.346
C 0.644 0.763 5.652
C 0.363 2.052 6.043
C -0.342 2.889 5.202
C -0.769 2.396 3.981
S -1.689 3.401 2.844
H 1.404 5.424 -3.326
H -0.879 4.735 0.409
H 0.112 -0.063 0.043
H 1.691 1.894 -2.257
H 0.297 -0.653 -2.057
H 1.374 -0.215 -3.359
H 2.953 0.353 -1.100
H 2.018 -1.030 -0.636
H 2.561 -2.087 -2.904
H 3.916 -0.927 -2.951
H 3.781 -2.153 -1.651
H -0.647 -0.298 2.124
H 1.215 0.139 6.321
H 0.717 2.412 6.996
H -0.575 3.914 5.442
C -1.242 -3.106 -3.792
C -1.175 -4.168 -4.734
C -1.271 -3.613 -5.982
N -1.397 -2.260 -5.833
C -1.376 -1.941 -4.502
H -1.196 -3.188 -2.719
H -1.068 -5.218 -4.519
H -1.261 -4.064 -6.959
H -1.491 -1.601 -6.583
H -1.456 -0.917 -4.176
C -5.854 -0.030 -1.835
C -4.861 0.984 -1.908
C -3.812 0.475 -2.627
N -4.131 -0.806 -2.987
C -5.373 -1.120 -2.511
H -6.810 0.035 -1.343
H -4.912 1.973 -1.483
H -2.869 0.914 -2.910
H -3.540 -1.422 -3.519
H -5.807 -2.088 -2.693
C 6.691 -3.461 -4.944
C 7.537 -3.601 -3.811
C 7.596 -2.381 -3.192
N 6.821 -1.509 -3.909
C 6.263 -2.161 -4.975
H 6.426 -4.227 -5.653
H 8.044 -4.494 -3.488
H 8.120 -2.059 -2.309
H 6.683 -0.542 -3.685
H 5.613 -1.644 -5.660
C -3.967 0.821 9.206
C -4.438 2.067 8.709
C -3.788 2.306 7.528
N -2.943 1.256 7.294
C -3.048 0.346 8.309
H -4.270 0.331 10.116
H -5.169 2.711 9.167
H -3.854 3.129 6.837
H -2.337 1.169 6.498
H -2.462 -0.557 8.305
```

Output
* F_max: 0.023 Eh/bohr
* relative energy (zero: lowest compared OMol25 entry of this formula, charge and spin): 4.45 kcal/mol
* Kohn-Sham gap: 8.4 eV
* SMILES: C#Cc1cc2c(cc1NCCC)Nc1c(OC#N)cccc1S2.c1cc[nH]c1.c1cc[nH]c1.c1cc[nH]c1.c1cc[nH]c1
* LUMO level: 0.421 eV



No. 5
ORCA calculation (ωB97M-V/def2-TZVPD) on C22H54Cl2InN6O5P2 as an isolated structure at a distorted geometry.

```
92
Properties=species:S:1:pos:R:3
C 10.095 -1.431 2.694
C 10.242 -2.727 1.749
O 8.964 -3.244 1.317
C 8.849 -4.654 1.641
C 7.476 -5.142 0.960
O 6.448 -4.302 1.541
C 5.127 -4.749 1.136
In 3.645 -3.811 2.585
C 1.557 -4.741 2.438
C 0.757 -4.196 3.718
O 1.131 -3.080 4.153
C 3.373 -1.619 1.948
Cl 3.947 -0.259 3.057
C 2.755 -1.317 0.709
C 2.511 0.206 0.250
Cl 2.212 -2.665 -0.421
H 10.152 -1.725 3.789
H 9.071 -0.986 2.435
H 10.909 -0.685 2.405
H 10.858 -3.546 2.255
H 10.809 -2.437 0.797
H 9.752 -5.228 1.253
H 8.740 -4.783 2.770
H 7.579 -4.978 -0.168
H 7.300 -6.243 1.192
H 5.038 -5.896 1.132
H 4.952 -4.403 0.051
H 4.255 -3.957 4.269
H 1.573 -5.875 2.382
H 1.000 -4.297 1.542
H -0.125 -4.745 4.183
H 3.347 0.609 -0.397
H 2.323 0.821 1.182
H 1.514 0.189 -0.319
O -2.985 0.587 -2.306
P -1.874 0.737 -3.359
N -2.901 0.283 -4.651
C -2.802 -0.861 -5.529
C -3.980 1.200 -4.998
N -0.985 -0.629 -2.790
C -0.567 -1.764 -3.598
C -1.295 -1.122 -1.445
N -0.555 0.998 -4.521
C 0.557 1.690 -3.811
C -0.790 1.803 -5.728
H -1.787 -1.007 -5.915
H -3.422 -0.756 -6.425
H -3.126 -1.777 -5.025
H -3.582 2.104 -5.477
H -4.533 1.513 -4.107
H -4.710 0.761 -5.681
H -1.392 -2.461 -3.778
H 0.225 -2.326 -3.090
H -0.129 -1.470 -4.551
H -2.235 -1.680 -1.432
H -1.360 -0.298 -0.733
H -0.504 -1.779 -1.069
H 0.246 2.684 -3.471
H 1.433 1.800 -4.457
H 0.884 1.127 -2.935
H -1.172 2.798 -5.486
H -1.479 1.324 -6.425
H 0.140 1.917 -6.294
O -2.715 3.789 2.667
P -4.164 4.026 2.213
N -4.826 3.022 3.430
C -5.590 1.803 3.284
C -4.700 3.476 4.809
N -3.980 3.155 0.732
C -4.822 2.056 0.282
C -2.614 2.895 0.271
N -5.807 4.430 1.667
C -5.709 5.562 0.705
C -6.821 4.852 2.643
H -6.383 1.892 2.534
H -6.113 1.525 4.203
H -4.943 0.960 3.020
H -5.357 4.336 4.997
H -3.675 3.788 5.029
H -4.954 2.704 5.538
H -4.571 1.118 0.786
H -4.694 1.889 -0.793
H -5.887 2.258 0.406
H -2.147 2.091 0.846
H -1.998 3.792 0.348
H -2.596 2.611 -0.786
H -5.318 6.461 1.194
H -6.684 5.798 0.268
H -5.044 5.322 -0.127
H -6.486 5.710 3.234
H -7.108 4.050 3.324
H -7.750 5.126 2.132
```

Output
* F_max: 0.168 Eh/bohr
* charge: -1
* Kohn-Sham gap: 5.6 eV
* LUMO level: 0.833 eV



No. 6
ORCA calculation (ωB97M-V/def2-TZVPD) on an isolated ion of composition C3H7N and charge -1.

```
11
Properties=species:S:1:pos:R:3
N -1.621 -0.255 0.468
C -0.718 0.149 -0.652
C 1.498 0.307 0.585
C 0.732 -0.171 -0.512
H -1.597 -1.273 0.512
H -1.136 0.032 1.314
H -1.100 -0.325 -1.555
H -0.868 1.235 -0.759
H 2.569 0.116 0.607
H 1.184 1.252 1.033
H 1.056 -1.066 -1.041
```

Output
* F_max: 0.011 Eh/bohr
* spin multiplicity: 2
* relative energy (zero: lowest compared OMol25 entry of this formula, charge and spin): 5.62 kcal/mol
* charge: -1
* Kohn-Sham gap (alpha / beta): 4.3 / 7.7 eV
* LUMO level (alpha / beta): 5.227 / 5.029 eV



No. 7
ORCA calculation (ωB97M-V/def2-TZVPD) on one molecule with the formula C4H8O2.

```
14
Properties=species:S:1:pos:R:3
C 1.442 0.512 0.091
C 0.450 -0.481 0.685
O 0.046 -0.084 1.980
C -0.800 -0.719 -0.158
C -1.181 0.113 -1.300
O -1.776 0.314 -0.026
H 0.976 1.492 -0.068
H 1.841 0.155 -0.866
H 2.272 0.645 0.790
H 0.955 -1.445 0.814
H -0.635 0.594 1.845
H -1.224 -1.721 -0.095
H -1.844 -0.289 -2.065
H -0.523 0.915 -1.628
```

Output
* F_max: 0.007 Eh/bohr
* relative energy (zero: lowest compared OMol25 entry of this formula, charge and spin): 46.22 kcal/mol
* Kohn-Sham gap: 11.3 eV
* SMILES: C[C@@H](O)[C@@H]1CO1
* LUMO level: 1.029 eV



No. 8
ORCA calculation (ωB97M-V/def2-TZVPD) on C13H19Br3O6 as an isolated structure at a distorted geometry.

```
41
Properties=species:S:1:pos:R:3
O 9.619 -7.007 -4.366
C 8.488 -7.113 -4.015
O 7.473 -7.142 -4.885
C 6.223 -6.886 -4.252
C 6.473 -7.221 -2.765
C 8.005 -7.076 -2.590
H 5.530 -7.601 -4.690
H 5.906 -5.851 -4.370
H 6.195 -8.249 -2.529
H 5.888 -6.592 -2.095
H 8.466 -7.921 -2.079
H 8.229 -6.205 -1.979
O 4.611 -8.400 4.023
C 5.079 -8.024 2.991
O 4.511 -8.325 1.810
C 5.168 -7.711 0.713
C 6.495 -7.132 1.295
C 6.309 -7.123 2.784
H 4.557 -6.895 0.317
H 5.380 -8.421 -0.080
H 6.933 -6.195 0.952
H 7.239 -7.884 1.028
H 6.181 -6.189 3.321
H 7.047 -7.742 3.303
O 9.620 -7.383 1.009
C 10.491 -6.554 1.093
O 11.452 -6.656 2.023
C 12.344 -5.546 1.996
C 12.103 -4.912 0.607
C 10.634 -5.262 0.309
H 13.377 -5.775 2.220
H 11.951 -4.781 2.675
H 12.695 -5.417 -0.160
H 12.335 -3.848 0.616
H 10.472 -5.477 -0.747
H 9.902 -4.494 0.557
C 8.786 -10.572 1.413
Br 10.319 -11.798 1.278
Br 7.441 -11.365 2.568
Br 8.057 -10.306 -0.360
H 9.236 -9.635 1.719
```

Output
* F_max: 0.046 Eh/bohr
* Kohn-Sham gap: 10.2 eV
* LUMO level: 0.056 eV



No. 9
ORCA calculation (ωB97M-V/def2-TZVPD) on C14H28Cl2CuO5SSi as an isolated structure.

```
52
Properties=species:S:1:pos:R:3
Cu 0.318 0.046 1.005
C -1.819 -3.037 5.809
C -1.936 -1.518 5.800
C -2.992 -1.073 4.793
C -2.278 -0.992 7.188
O -0.647 -1.004 5.478
Si -0.046 -0.230 4.144
S -0.136 -1.453 2.475
O 1.468 0.242 4.592
C 2.530 -0.453 5.243
C 2.314 -0.354 6.749
C 3.809 0.264 4.837
C 2.582 -1.911 4.802
O -0.869 1.167 3.894
C -0.630 2.541 4.179
C 0.521 3.033 3.309
C -0.309 2.728 5.658
C -1.920 3.268 3.826
H -2.775 -3.503 6.062
H -1.071 -3.349 6.540
H -1.508 -3.386 4.823
H -3.966 -1.473 5.087
H -2.753 -1.428 3.789
H -3.055 0.015 4.756
H -3.262 -1.343 7.506
H -2.283 0.100 7.177
H -1.533 -1.325 7.912
H 2.305 0.694 7.059
H 3.115 -0.869 7.285
H 1.357 -0.801 7.018
H 3.748 1.319 5.110
H 3.950 0.195 3.758
H 4.673 -0.179 5.337
H 1.654 -2.428 5.057
H 3.411 -2.418 5.302
H 2.714 -1.983 3.723
H 1.416 2.442 3.507
H 0.745 4.083 3.515
H 0.275 2.934 2.250
H 0.643 2.259 5.911
H -1.089 2.274 6.274
H -0.255 3.793 5.895
H -2.155 3.122 2.771
H -1.825 4.339 4.021
H -2.746 2.874 4.421
Cl -2.800 2.654 -1.294
C -1.259 2.615 -0.417
Cl -0.653 4.277 -0.136
C -0.158 1.796 -1.140
O -0.163 1.701 -2.347
O 0.700 1.329 -0.304
H -1.459 2.198 0.565
```

Output
* F_max: 0.006 Eh/bohr
* charge: -1
* Kohn-Sham gap: 7.9 eV
* LUMO level: 2.661 eV